No. 1
28 unconnected molecules or ions with the total composition C9H76NO28S at a distorted geometry, computed with ωB97M-V/def2-TZVPD.

Each atom is followed by the atoms it is bonded to, with distances in Å.
Positions of all 115 atoms, in Å:
1 C -0.6429 1.3640 1.1944  C2 1.548, H13 1.092, H14 1.086, H15 1.089
2 C -1.8722 0.4938 0.8347  C1 1.548, C3 1.536, C4 1.534, H16 1.092
3 C -2.9063 1.4242 0.1829  C2 1.536, H17 1.090, H18 1.091, H19 1.088
4 C -1.3921 -0.5712 -0.1589  C2 1.534, C5 1.546, H20 1.091, H21 1.094
5 C -2.4062 -1.6777 -0.5299  C4 1.546, C6 1.526, C7 1.538, H22 1.094
6 C -3.4186 -2.0012 0.5648  C5 1.526, H23 1.094, H24 1.086, H25 1.088
7 C -1.7400 -2.9624 -1.0517  C5 1.538, O8 1.477, H26 1.092, H27 1.088
8 O -0.3931 -3.2003 -0.4949  C7 1.477, S9 1.605
9 S -0.3794 -4.0735 0.8515  O8 1.605, C10 1.792, H28 1.357
10 C 0.8960 -3.2691 1.8201  S9 1.792, C11 1.538, H29 1.093, H30 1.089
11 C 0.3997 -2.0678 2.6416  C10 1.538, N12 1.471, H31 1.090, H32 1.095
12 N 1.4284 -1.0158 2.6504  C11 1.471, H33 1.016, H34 1.017
13 H 0.0917 1.2646 0.3929  C1 1.092
14 H -0.8953 2.4193 1.2436  C1 1.086
15 H -0.1797 1.0728 2.1364  C1 1.089
16 H -2.2819 0.0640 1.7515  C2 1.092
17 H -3.0442 2.3041 0.8104  C3 1.090
18 H -3.8714 0.9346 0.0463  C3 1.091
19 H -2.5016 1.7802 -0.7626  C3 1.088
20 H -0.4472 -0.9819 0.2013  C4 1.091
21 H -1.1462 -0.0181 -1.0703  C4 1.094
22 H -2.9865 -1.2980 -1.3757  C5 1.094
23 H -2.9489 -2.4356 1.4523  C6 1.094
24 H -3.9824 -1.1308 0.8858  C6 1.086
25 H -4.1480 -2.7142 0.1857  C6 1.088
26 H -2.3578 -3.8507 -0.9013  C7 1.092
27 H -1.5965 -2.8808 -2.1268  C7 1.088
28 H -1.4967 -3.7313 1.5410  S9 1.357
29 H 1.2347 -4.0438 2.5135  C10 1.093
30 H 1.6723 -3.0047 1.1028  C10 1.089
31 H 0.2506 -2.3897 3.6718  C11 1.090
32 H -0.5533 -1.6756 2.2704  C11 1.095
33 H 1.0546 -0.2659 3.2242  N12 1.016
34 H 1.5255 -0.6126 1.7216  N12 1.017
35 O 2.2791 2.1650 -0.3208  H36 0.964, H37 0.973
36 H 2.6905 1.5876 -0.9737  O35 0.964
37 H 2.9148 2.1825 0.4153  O35 0.973
38 O -3.2536 -3.4330 -3.9216  H39 0.963, H40 0.963
39 H -3.6822 -2.6060 -4.1677  O38 0.963
40 H -3.2583 -3.9505 -4.7334  O38 0.963
41 O -3.8760 -5.1897 1.8990  H42 0.968, H43 0.964
42 H -3.3100 -5.7499 1.3484  O41 0.968
43 H -3.3960 -5.0735 2.7268  O41 0.964
44 O 4.8015 -1.5896 2.4542  H45 0.962, H46 0.965
45 H 4.8089 -2.3003 1.8060  O44 0.962
46 H 3.8939 -1.5476 2.7792  O44 0.965
47 O -2.8071 3.0699 -2.5782  H48 0.965, H49 0.964
48 H -2.0339 3.6278 -2.4301  O47 0.965
49 H -3.5326 3.6969 -2.6767  O47 0.964
50 O -6.1979 -7.0801 3.1417  H51 0.970, H52 0.964
51 H -5.4654 -6.5559 2.7827  O50 0.970
52 H -6.6741 -7.4045 2.3694  O50 0.964
53 O 0.2611 2.2640 -3.5911  H54 0.965, H55 0.960
54 H 0.2034 1.5960 -4.2851  O53 0.965
55 H -0.6275 2.2785 -3.2270  O53 0.960
56 O 2.2963 -5.3618 3.5558  H57 0.972, H58 0.962
57 H 2.6768 -4.7301 4.1885  O56 0.972
58 H 3.0057 -5.9817 3.3594  O56 0.962
59 O -3.6398 4.8649 -4.9225  H60 0.963, H61 0.964
60 H -3.2178 5.4235 -4.2611  O59 0.963
61 H -2.9682 4.2171 -5.1623  O59 0.964
62 O -1.4577 -6.8587 -0.1151  H63 0.962, H64 0.965
63 H -0.7825 -6.3730 -0.5993  O62 0.962
64 H -2.0515 -7.1799 -0.8048  O62 0.965
65 O -0.2148 4.6662 1.7203  H66 0.970, H67 0.963
66 H 0.2096 5.1791 2.4251  O65 0.970
67 H 0.4663 4.0516 1.4285  O65 0.963
68 O 4.9230 3.3715 -1.6562  H69 0.968, H70 0.966
69 H 4.0371 3.3575 -1.2673  O68 0.968
70 H 4.8113 3.8361 -2.4959  O68 0.966
71 O -1.3807 0.0188 -3.8940  H72 0.964, H73 0.962
72 H -0.6513 -0.6023 -3.7911  O71 0.964
73 H -1.9720 -0.1634 -3.1568  O71 0.962
74 O -7.8450 -4.3157 2.7760  H75 0.968, H76 0.968
75 H -7.6329 -3.7010 3.4928  O74 0.968
76 H -7.1516 -4.9904 2.8154  O74 0.968
77 O -5.7911 6.6388 -5.7411  H78 0.968, H79 0.961
78 H -5.0672 6.0105 -5.6095  O77 0.968
79 H -6.3864 6.4887 -5.0015  O77 0.961
80 O 0.4487 6.6027 3.8243  H81 0.962, H82 0.963
81 H 1.2264 7.1521 3.9634  O80 0.962
82 H -0.2866 7.2226 3.7792  O80 0.963
83 O 0.7937 0.4615 -6.3472  H84 0.963, H85 0.962
84 H 1.4886 0.9567 -6.7932  O83 0.963
85 H 0.1459 0.2775 -7.0346  O83 0.962
86 O 6.5950 1.1106 -1.3777  H87 0.964, H88 0.972
87 H 7.3604 1.6700 -1.2040  O86 0.964
88 H 5.8581 1.7398 -1.4485  O86 0.972
89 O -5.4409 9.6103 -7.2542  H90 0.964, H91 0.961
90 H -5.8423 8.9600 -6.6660  O89 0.964
91 H -4.9236 9.0755 -7.8630  O89 0.961
92 O 6.6311 -0.3832 4.7324  H93 0.962, H94 0.964
93 H 7.3217 0.1048 4.2739  O92 0.962
94 H 6.0576 -0.7174 4.0330  O92 0.964
95 O 6.1299 -1.5832 -0.5809  H96 0.961, H97 0.972
96 H 5.2253 -1.8224 -0.7985  O95 0.961
97 H 6.1791 -0.6264 -0.7452  O95 0.972
98 O 6.9678 2.2555 -4.2210  H99 0.962, H100 0.966
99 H 7.8988 2.4597 -4.3505  O98 0.962
100 H 6.9462 1.6321 -3.4837  O98 0.966
101 O -6.5818 -2.9670 1.1326  H102 0.962, H103 1.017
102 H -5.8202 -3.5544 1.1458  O101 0.962
103 H -7.0681 -3.1865 1.9988  O101 1.017
104 O 2.8636 -2.8856 4.8113  H105 0.967, H106 0.964
105 H 2.5547 -2.0814 4.3715  O104 0.967
106 H 3.4139 -2.5729 5.5378  O104 0.964
107 O 3.8482 1.9217 2.1755  H108 0.965, H109 0.963
108 H 4.6062 1.3258 2.2119  O107 0.965
109 H 3.3681 1.7594 2.9940  O107 0.963
110 O 7.2707 5.3265 -1.5308  H111 0.962, H112 0.964
111 H 6.9819 5.9711 -0.8784  O110 0.962
112 H 6.5560 4.6809 -1.5728  O110 0.964
113 O 4.6694 0.7029 6.4798  H114 0.961, H115 0.971
114 H 4.3276 0.1358 7.1766  O113 0.961
115 H 5.3096 0.1626 5.9880  O113 0.971

As for the HOMO-LUMO gap: 0.3031 Ha. As for the charge: +1. The calculation puts the LUMO energy at -0.1331 hartree. Its strongest force on any atom is 2.6 eV Å⁻¹.

Results of the Löwdin charge analysis, in e, for atoms 1 through 4: -0.06 -0.40 -0.05 -0.15

No. 2
2 unconnected molecules or ions with the total composition C9H7F3NO8S at a distorted geometry, computed with ωB97M-V/def2-TZVPD.

Each atom is followed by the atoms it is bonded to, with distances in Å.
Positions of all 29 atoms, in Å:
1 O -0.3500 -1.9906 -0.5389  C2 1.247
2 C 0.3417 -1.7201 -1.5408  O1 1.247, O3 1.243, C4 1.534
3 O 1.4635 -2.1951 -1.7858  C2 1.243
4 C -0.1906 -0.7685 -2.6203  C2 1.534, N5 1.495, H13 1.089, H14 1.095
5 N -0.9911 0.3822 -2.1004  C4 1.495, S6 1.646, H15 1.013
6 S -2.5006 0.0667 -1.5256  N5 1.646, O7 1.445, O8 1.419, C9 1.856
7 O -3.3128 1.2099 -1.8725  S6 1.445
8 O -2.5250 -0.1109 -0.1178  S6 1.419
9 C -3.3083 -1.3588 -2.3969  S6 1.856, F10 1.322, F11 1.312, F12 1.335
10 F -3.5339 -1.0927 -3.6722  C9 1.322
11 F -2.6791 -2.5018 -2.2633  C9 1.312
12 F -4.4964 -1.5075 -1.8060  C9 1.335
13 H 0.6880 -0.3300 -3.0906  C4 1.089
14 H -0.7024 -1.3033 -3.4274  C4 1.095
15 H -1.0438 1.0849 -2.8280  N5 1.013
16 C 0.8537 1.2105 3.4112  C17 1.341, C22 1.452, H26 1.081
17 C 0.3729 1.4830 2.1897  C16 1.341, C18 1.501, O25 1.326
18 C 1.1462 1.1473 0.9473  C17 1.501, O19 1.211, C20 1.459
19 O 0.6519 1.4083 -0.1270  C18 1.211
20 C 2.4576 0.5270 1.0995  C18 1.459, C21 1.336, H27 1.081
21 C 2.9317 0.2591 2.3192  C20 1.336, C22 1.498, O24 1.338
22 C 2.1509 0.5747 3.5578  C16 1.452, C21 1.498, O23 1.221
23 O 2.6373 0.2884 4.6409  C22 1.221
24 O 4.1284 -0.3053 2.5179  C21 1.338, H28 0.974
25 O -0.8060 2.0594 2.0015  C17 1.326, H29 0.978
26 H 0.3070 1.4456 4.3132  C16 1.081
27 H 3.0104 0.2999 0.1986  C20 1.081
28 H 4.2186 -0.3889 3.4841  O24 0.974
29 H -0.9198 2.1265 1.0326  O25 0.978

As for the HOMO-LUMO gap: 0.2223 Ha. As for the charge: -1. The calculation puts the LUMO energy at 0.0480 hartree. Its strongest force on any atom is 3.5 eV Å⁻¹.

Results of the Löwdin charge analysis, in e, for atoms 1 through 4: -0.05 -0.76 -0.07 -0.15